{
  "formula": "C3H2N4O",
  "method": "ωB97M-V/def2-TZVPD",
  "relative_energy_kj_mol": 289.5,
  "spin_multiplicity": 1,
  "lumo_ev": -1.33,
  "smiles": "O=c1cnnncn1",
  "homo_energy_ev": -10.46,
  "symbols": ["O", "C", "C", "N", "N", "N", "C", "N", "H", "H"],
  "positions_angstrom": [[-0.89, 2.02, -0.53], [-0.08, 1.16, -0.37], [-0.17, -0.15, -1.26], [-0.45, -1.37, -0.81], [-1.09, -1.37, 0.40], [-0.53, -0.73, 1.43], [0.62, -0.03, 1.18], [1.03, 1.00, 0.45], [0.13, 0.03, -2.22], [1.43, -0.55, 1.74]],
  "lowdin_charge": [0.142, -0.507, 0.025, 0.036, 0.031, 0.078, -0.220, 0.192, 0.088, 0.134]
}